1.
Here is a molecular structure, C34H53N2O2P2Pd in a non-equilibrium geometry from the Open Molecules 2025 dataset. Energies are from ωB97M-V/def2-TZVPD.

Geometry as XYZ:
```
94
Properties=species:S:1:pos:R:3:forces:R:3
C -1.645971 -1.401954 -2.692152 0.59 1.60 2.16
C 0.651877 -1.757879 -2.554361 0.87 0.96 1.33
C -1.704090 -2.100782 -3.898602 -0.18 -0.76 -1.50
C 0.614288 -2.647101 -3.638855 -0.58 -0.82 -1.54
C -0.578804 -2.780356 -4.343452 0.57 -0.28 -0.21
H -2.647120 -2.101160 -4.443243 0.26 -0.19 0.01
H 1.547811 -3.093159 -3.959528 -0.13 -0.18 -0.14
H -0.607266 -3.384033 -5.243693 -0.07 0.02 0.07
N -0.505684 -1.343686 -1.990321 -1.27 0.17 0.29
P -2.813938 -0.376877 -0.373366 -2.06 0.59 -0.52
P 2.854483 -0.324275 -0.877297 -0.87 0.70 1.28
C -2.845200 -0.609446 -2.195072 0.59 -0.78 -0.46
H -2.860072 0.384096 -2.675671 0.26 -0.30 0.00
H -3.758931 -1.116592 -2.522794 0.13 0.16 0.07
C 1.892092 -0.915453 -2.389643 1.04 -1.93 -0.14
H 2.606193 -1.114405 -3.204972 -0.45 0.02 0.10
C 4.298510 0.696791 -1.492536 0.61 0.10 -0.37
C 3.186309 -1.304176 0.649874 0.38 -0.55 -0.04
C -3.319144 1.393704 -0.085523 -0.21 -0.08 0.09
C -4.097253 -1.646932 0.178575 -0.02 -0.16 0.38
C 4.090342 2.134746 -0.983295 -0.33 0.20 0.18
H 4.041702 2.186667 0.111776 0.02 0.04 -0.22
H 4.941296 2.745794 -1.319186 -0.18 -0.29 0.11
H 3.177653 2.584431 -1.394856 0.25 -0.12 0.14
C 5.663304 0.170723 -1.015508 0.23 -0.15 0.07
H 5.786124 0.160833 0.071238 0.02 -0.01 -0.32
H 5.872717 -0.825867 -1.420696 0.02 0.23 0.09
H 6.435116 0.841555 -1.418443 -0.26 -0.12 0.10
C 4.390467 0.730233 -3.031466 -0.30 0.02 -0.24
H 5.238722 1.377783 -3.296091 -0.22 -0.24 0.09
H 4.586347 -0.264506 -3.448464 0.08 0.16 0.02
H 3.498886 1.151931 -3.509455 0.27 -0.06 0.11
C 3.653362 -0.333365 1.750375 0.00 0.34 0.01
H 2.886537 0.426052 1.954279 0.15 -0.10 0.01
H 3.812942 -0.908585 2.673849 -0.05 0.07 -0.27
H 4.595924 0.172848 1.510361 -0.35 -0.16 0.14
C 1.927627 -2.029247 1.123713 -0.30 0.34 -0.07
H 1.148495 -1.299513 1.399445 0.51 -0.35 0.04
H 1.533451 -2.705037 0.356152 0.01 -0.03 0.13
H 2.171940 -2.616570 2.020497 -0.08 0.12 -0.27
C 4.247135 -2.380489 0.338218 0.19 0.01 -0.06
H 5.231493 -1.964354 0.106383 -0.33 -0.19 0.14
H 4.357260 -3.016978 1.226561 -0.05 0.10 -0.25
H 3.925446 -3.012227 -0.501354 0.11 0.01 0.20
C -4.560829 -1.346353 1.614301 -0.08 -0.08 0.16
H -5.215762 -2.173504 1.933970 0.25 0.27 -0.08
H -3.723074 -1.296653 2.320917 -0.33 0.06 -0.12
H -5.156509 -0.423906 1.671691 0.21 -0.35 0.00
C -3.419115 -3.025039 0.123957 0.05 -0.03 0.17
H -3.031063 -3.251353 -0.878455 -0.06 -0.04 0.13
H -2.606563 -3.109921 0.855259 -0.16 -0.07 -0.20
H -4.173565 -3.787816 0.370672 0.26 0.18 -0.12
C -5.346025 -1.688011 -0.726506 -0.04 0.21 -0.17
H -6.113419 -2.288450 -0.213586 0.29 0.16 -0.14
H -5.775755 -0.696976 -0.911855 0.06 -0.35 0.01
H -5.148016 -2.180944 -1.685841 -0.11 0.06 0.20
C -2.344303 2.288344 -0.872238 0.03 -0.05 0.05
H -2.500653 2.226807 -1.955346 0.06 0.14 0.18
H -2.496242 3.330885 -0.558964 0.03 -0.26 -0.16
H -1.290015 2.034609 -0.660829 -0.21 0.23 -0.05
C -3.184951 1.712414 1.413567 0.01 0.02 0.16
H -2.177497 1.494486 1.797316 -0.24 0.17 -0.10
H -3.380062 2.787186 1.552460 0.07 -0.31 -0.02
H -3.910381 1.162641 2.025106 0.21 0.20 -0.18
C -4.757568 1.637796 -0.546589 -0.16 0.31 -0.02
H -4.910168 1.366546 -1.599686 -0.03 0.08 0.20
H -5.492732 1.111928 0.075621 0.23 0.16 -0.19
H -4.963619 2.714015 -0.448929 0.00 -0.25 -0.07
Pd -0.507466 -0.208585 -0.038950 1.51 0.75 -0.26
C -0.990613 -0.987555 1.743004 -1.39 -3.66 3.65
O -1.384884 -1.715043 2.558711 1.23 2.36 -2.85
N 1.463576 0.722539 -0.800821 0.62 -1.03 0.46
C 1.433585 0.437608 -2.157271 -1.56 2.76 -1.93
C 1.019572 1.323291 -3.231177 -0.07 -0.50 0.44
C 0.839564 2.695656 -2.975219 0.02 0.07 -0.27
C 0.930947 0.824558 -4.550491 0.04 0.60 -0.06
C 0.687561 3.570634 -4.053022 -0.07 -0.13 0.31
H 0.860731 3.028952 -1.932257 0.09 0.08 -0.48
C 0.784799 1.709059 -5.617249 -0.03 -0.38 0.28
H 1.005688 -0.246595 -4.724356 0.13 0.20 -0.17
C 0.667910 3.080098 -5.365295 0.08 0.09 -0.04
H 0.608196 4.642458 -3.859798 -0.05 -0.34 -0.15
H 0.792583 1.319098 -6.637124 -0.12 0.24 0.29
H 0.571127 3.767159 -6.208059 0.04 -0.16 0.32
C 0.494445 0.162929 5.107007 -0.21 -0.28 -0.05
C -0.271677 1.003983 4.129112 -0.04 -0.47 -0.86
C -0.945046 2.223042 4.677340 0.15 0.32 -0.40
O -0.357591 0.682266 2.918715 0.33 1.08 1.55
H 0.109220 0.303905 6.123900 0.17 -0.02 -0.23
H 1.555182 0.456835 5.099124 -0.27 0.00 -0.02
H 0.418175 -0.893751 4.827015 0.14 0.19 0.06
H -1.145508 2.946009 3.879565 -0.05 -0.16 0.19
H -1.896457 1.934298 5.152174 0.27 -0.02 -0.08
H -0.315713 2.687341 5.447609 -0.21 -0.14 -0.13
```
Positions in Å, forces in eV/Å.

Properties
E: -65220.10083 eV
Multiplicity: 5
Total charge: +3
HOMO-LUMO gap (spin up / spin down): 0.171 / 0.141 Eh
HOMO (spin up / spin down): -14.250 / -16.772 eV

---

2.
Here is C6H7N in the gas phase in a non-equilibrium geometry from the Open Molecules 2025 dataset. Energies are from ωB97M-V/def2-TZVPD.

Geometry as XYZ:
```
14
Properties=species:S:1:pos:R:3:forces:R:3
C -1.689595 0.577811 0.844108 -0.08 0.33 -0.06
C -0.276137 0.781699 0.514682 -0.19 -0.19 0.12
C 1.513859 -0.458090 -0.393331 0.27 -0.06 -0.26
C 0.983787 -1.619444 0.357400 -0.30 -0.70 0.43
N 0.470450 -2.457787 0.972126 0.61 0.91 -0.69
C 0.317363 0.471563 -0.690033 -0.15 -0.23 0.03
C -0.286870 0.826153 -1.916725 0.13 -0.42 0.45
H -2.346766 0.755058 -0.007180 0.00 0.03 0.05
H -1.688579 -0.516995 1.034462 -0.07 0.26 -0.02
H -2.006146 1.053684 1.771344 -0.08 0.13 -0.17
H 0.401812 0.886245 1.369823 -0.18 -0.19 -0.01
H 1.949217 -0.809141 -1.327379 0.16 0.01 0.02
H 2.287270 0.014289 0.224820 -0.04 -0.04 -0.19
H 0.370335 0.494954 -2.754115 -0.08 0.17 0.30
```
Positions in Å, forces in eV/Å.

Properties
E: -7820.29928 eV
HOMO-LUMO gap (spin up / spin down): 0.259 / 0.259 Eh
Energy above the lowest of the compared OMol25 structures with the same formula, charge and spin: 123.33 kcal per mole
HOMO (spin up / spin down): -8.379 / -8.380 eV